81
Properties=species:S:1:pos:R:3:forces:R:3 method="wB97M-V/def2-TZVPD" e_homo_ev="-0.497 / -0.725" e_above_lowest_kj_mol=0.0 e_lumo_ha="0.1640 / 0.1640" orbital_gap_ev="4.960 / 5.188" total_charge=-2 spin_multiplicity=5
Fe 0.763 -0.663 -0.207 0.084 -0.240 0.441
C 3.292 -0.859 3.073 -0.011 -0.041 0.003
N 3.384 -0.113 1.837 0.009 0.133 0.009
C 4.679 -0.209 1.207 -0.013 -0.028 0.023
C 2.810 1.179 1.914 0.057 -0.106 0.014
C 3.581 2.335 1.871 0.000 0.015 -0.031
C 3.000 3.596 1.948 -0.027 -0.010 0.001
C 1.624 3.701 2.076 0.026 0.028 -0.017
C 0.842 2.554 2.095 0.002 -0.044 -0.016
C 1.401 1.274 2.006 -0.033 0.065 0.051
N 0.645 0.108 1.878 0.083 0.051 -0.092
C -0.413 -0.092 2.708 -0.035 -0.049 -0.065
C -0.751 0.701 3.827 0.004 0.001 0.034
C -1.911 0.489 4.560 0.014 -0.018 -0.011
C -2.781 -0.537 4.234 -0.017 0.004 -0.001
C -2.422 -1.400 3.194 0.007 -0.016 0.035
C -1.257 -1.225 2.468 -0.033 0.087 0.049
N -0.856 -2.115 1.441 0.046 -0.029 -0.043
C -1.899 -2.925 0.852 -0.006 -0.009 -0.023
C 0.277 -2.955 1.822 -0.023 -0.014 -0.010
H 3.991 -0.476 3.840 0.006 -0.006 -0.002
H 3.533 -1.909 2.886 -0.001 0.001 -0.008
H 2.277 -0.803 3.465 0.019 0.001 -0.008
H 5.506 0.146 1.852 -0.017 0.015 -0.004
H 4.668 0.353 0.275 -0.016 -0.010 -0.018
H 4.872 -1.258 0.966 -0.010 0.005 0.011
H 4.654 2.251 1.752 -0.009 0.004 0.000
H 3.621 4.483 1.894 0.002 -0.003 -0.001
H 1.149 4.675 2.120 -0.001 -0.004 0.003
H -0.237 2.641 2.134 -0.002 0.018 -0.021
H -0.107 1.527 4.096 -0.013 -0.019 0.013
H -2.137 1.153 5.389 0.002 0.002 -0.001
H -3.704 -0.690 4.780 0.003 0.002 0.006
H -3.067 -2.237 2.959 0.014 0.003 -0.012
H -2.732 -2.299 0.536 0.001 -0.002 -0.006
H -2.275 -3.698 1.547 0.007 0.000 -0.005
H -1.490 -3.419 -0.028 0.001 0.007 -0.013
H -0.024 -3.694 2.586 0.004 0.012 0.011
H 1.079 -2.336 2.218 0.005 0.017 0.009
H 0.643 -3.470 0.933 0.015 0.017 0.008
O 3.457 2.166 -1.946 -0.003 0.007 -0.016
C 2.480 1.606 -1.444 0.045 -0.027 0.032
O 2.460 0.460 -0.894 -0.062 0.006 -0.063
C 1.149 2.401 -1.420 -0.009 -0.030 0.031
P -0.272 1.256 -1.231 -0.121 0.263 -0.212
C -1.591 2.267 -0.472 0.029 -0.030 0.057
C -1.715 3.646 -0.622 -0.009 0.016 0.017
C -2.669 4.349 0.101 0.001 0.008 -0.003
C -3.506 3.680 0.986 0.005 -0.011 -0.009
C -3.391 2.305 1.142 -0.018 0.019 0.014
C -2.438 1.605 0.415 0.025 0.003 0.004
C -0.800 1.041 -2.964 0.001 -0.063 0.009
C -0.091 0.094 -3.707 0.019 0.027 -0.031
C -0.448 -0.171 -5.018 -0.003 0.027 -0.041
C -1.519 0.496 -5.601 0.020 -0.011 0.011
C -2.229 1.433 -4.865 -0.020 0.004 -0.009
C -1.870 1.706 -3.551 0.016 0.007 0.006
H 1.078 3.040 -2.300 0.014 0.009 -0.001
H 1.201 3.031 -0.529 -0.018 0.009 0.014
H -1.047 4.176 -1.292 0.008 0.000 -0.002
H -2.748 5.425 -0.013 -0.004 0.001 -0.004
H -4.235 4.233 1.566 0.000 0.001 0.000
H -4.016 1.779 1.853 0.006 -0.014 0.002
H -2.312 0.538 0.568 -0.012 0.013 -0.003
H 0.699 -0.475 -3.228 -0.001 0.001 0.011
H 0.090 -0.929 -5.574 0.007 -0.003 0.007
H -1.811 0.270 -6.619 -0.001 0.001 -0.003
H -3.075 1.946 -5.310 -0.003 0.003 0.001
H -2.441 2.424 -2.975 -0.011 -0.002 -0.010
Cl -2.332 -1.944 -2.451 -0.047 -0.005 0.003
C -1.124 -3.177 -2.789 -0.037 0.005 -0.055
C -1.465 -4.162 -3.686 -0.007 -0.008 -0.011
C -0.586 -5.201 -3.990 0.005 0.005 0.000
C 0.646 -5.216 -3.329 -0.019 0.010 -0.002
C 0.979 -4.230 -2.435 0.002 -0.011 -0.032
Cl 2.538 -4.342 -1.633 0.002 0.004 0.005
C 0.156 -3.069 -2.092 0.096 -0.078 0.126
N 0.509 -2.139 -1.286 -0.041 0.001 -0.165
H -2.442 -4.116 -4.154 -0.001 0.001 0.002
H -0.853 -5.973 -4.701 0.002 -0.002 0.003
H 1.358 -6.013 -3.512 0.001 0.001 0.004

=====

72
Properties=species:S:1:pos:R:3:forces:R:3 method="wB97M-V/def2-TZVPD" e_homo_ev=-11.262 e_above_lowest_kj_mol=0.0 e_lumo_ha=-0.1933 orbital_gap_ev=6.003 total_charge=+1
C 0.097 -4.210 4.561 0.098 0.180 -0.258
C 1.243 -4.360 3.775 -0.010 0.074 -0.087
C 1.312 -3.786 2.498 -0.181 -0.067 0.386
C 0.227 -3.051 2.006 0.125 0.304 0.137
Si 0.270 -2.238 0.330 0.063 -2.878 -0.286
C 1.839 -2.751 -0.573 0.112 0.671 -0.047
C 1.794 -3.683 -1.624 0.221 -0.056 0.073
C 2.977 -4.135 -2.222 -0.057 0.127 0.133
C 4.219 -3.648 -1.804 -0.403 0.135 0.153
C 4.264 -2.691 -0.787 -0.160 0.151 0.185
C 3.085 -2.238 -0.176 0.272 -0.405 -0.421
C -1.169 -2.979 -0.625 -0.405 0.647 -0.040
C -1.636 -4.261 -0.280 -0.063 -0.060 -0.262
C -2.559 -4.929 -1.097 0.130 0.237 0.090
C -3.053 -4.318 -2.252 0.284 0.204 0.244
C -2.631 -3.024 -2.572 0.065 0.206 0.079
C -1.708 -2.349 -1.761 -0.184 -0.587 -0.072
C 0.237 -0.350 0.546 -0.031 2.877 1.143
C -0.014 0.173 1.885 0.502 -0.840 -0.838
C 1.037 0.720 2.769 0.859 -1.320 -1.197
C -0.933 -2.917 2.784 0.267 -0.161 0.559
C -0.990 -3.486 4.064 -0.103 0.172 -0.258
H 0.056 -4.642 5.562 0.008 0.110 -0.334
H 2.099 -4.912 4.162 -0.231 0.076 -0.094
H 2.207 -3.916 1.884 -0.278 0.044 0.259
H 0.832 -4.071 -1.971 0.343 0.117 0.116
H 2.927 -4.869 -3.025 -0.010 0.151 0.162
H 5.140 -4.003 -2.272 -0.331 0.140 0.170
H 5.223 -2.289 -0.464 -0.188 -0.093 -0.067
H 3.149 -1.488 0.620 0.046 -0.237 -0.200
H -1.271 -4.757 0.625 -0.085 0.158 -0.343
H -2.894 -5.927 -0.821 0.072 0.210 -0.058
H -3.768 -4.843 -2.891 0.245 0.205 0.211
H -3.027 -2.532 -3.461 0.094 -0.114 0.222
H -1.397 -1.334 -2.027 -0.083 -0.311 -0.051
H 1.211 0.034 0.186 -0.399 -0.363 0.029
H -0.581 -0.066 -0.145 0.103 -0.245 0.281
H -1.017 0.117 2.313 -0.040 0.138 -0.207
H 1.058 0.065 3.658 -0.081 0.072 -0.081
H 1.999 0.615 2.242 -0.260 0.040 0.295
H -1.800 -2.373 2.391 0.213 -0.204 0.164
H -1.888 -3.351 4.666 0.215 -0.116 -0.107
C -3.773 2.202 6.835 -0.282 0.096 0.198
C -2.610 2.129 5.887 -0.025 -0.068 0.012
C -2.746 2.556 4.564 0.078 -0.069 -0.041
C -1.651 2.553 3.702 0.136 0.122 0.248
C -0.398 2.151 4.168 0.054 -0.169 -0.269
C 0.816 2.156 3.238 -0.712 1.326 0.488
C 2.092 2.770 3.845 0.316 -0.187 -0.016
C 3.286 2.695 3.114 0.011 -0.001 0.254
C 4.487 3.162 3.647 -0.240 -0.041 0.030
C 4.523 3.736 4.924 -0.276 0.112 -0.031
C 5.808 4.245 5.512 0.264 0.108 0.212
C 3.319 3.881 5.626 -0.121 -0.133 -0.324
C 2.113 3.423 5.086 0.006 -0.117 -0.151
C -0.281 1.636 5.461 -0.195 0.062 0.227
C -1.378 1.637 6.323 0.259 0.042 -0.329
H -3.439 2.266 7.877 -0.016 -0.047 -0.216
H -4.373 3.095 6.629 0.031 -0.214 0.038
H -4.428 1.325 6.755 0.146 0.185 -0.046
H -3.719 2.906 4.215 0.273 -0.061 0.076
H -1.752 2.904 2.672 -0.033 0.005 0.273
H 0.586 2.790 2.363 -0.103 -0.314 0.178
H 3.282 2.264 2.109 0.078 0.107 0.292
H 5.409 3.064 3.067 -0.292 0.079 0.199
H 5.779 4.206 6.606 0.003 -0.041 -0.148
H 6.674 3.667 5.177 -0.156 0.033 0.008
H 5.998 5.293 5.246 -0.132 -0.187 -0.058
H 3.316 4.346 6.617 0.035 -0.114 -0.381
H 1.176 3.566 5.631 0.499 -0.030 -0.117
H 0.695 1.296 5.820 -0.347 0.019 -0.087
H -1.272 1.278 7.349 -0.010 0.105 -0.300

=====

81
Properties=species:S:1:pos:R:3:forces:R:3 method="wB97M-V/def2-TZVPD" e_homo_ev=-15.347 e_above_lowest_kj_mol=0.0 e_lumo_ha=-0.3615 orbital_gap_ev=5.511 total_charge=+3
Sn 0.383 1.005 1.541 0.108 -0.247 0.431
C -2.625 2.638 -1.531 0.038 -0.016 0.076
Sb -2.739 1.729 0.396 -0.285 0.141 -0.357
C -3.365 3.469 1.452 0.077 -0.033 0.027
C -4.795 0.966 -0.080 0.369 0.062 0.289
C -5.450 0.351 1.073 -0.123 -0.021 -0.050
C -5.985 1.146 2.082 0.048 0.122 -0.087
C -6.480 0.589 3.247 -0.022 -0.201 0.039
C -6.472 -0.810 3.487 -0.067 0.235 0.189
C -6.033 -1.632 2.511 0.007 -0.089 -0.233
C -5.576 -1.093 1.241 0.085 0.140 0.186
C -5.477 -1.936 0.194 -0.129 -0.231 -0.166
Sb -1.347 -2.859 -0.547 -0.186 0.230 0.369
C -1.004 -3.603 1.415 0.025 -0.067 -0.071
C -0.764 -4.622 -1.582 0.307 0.159 -0.152
H -3.535 3.207 -1.712 0.005 -0.008 -0.011
H -2.498 1.883 -2.305 0.006 0.014 0.009
H -1.771 3.314 -1.549 -0.018 0.004 -0.052
H -4.165 3.961 0.899 0.027 0.002 0.017
H -2.504 4.140 1.513 -0.067 -0.014 0.026
H -3.695 3.226 2.461 0.031 0.026 -0.014
H -4.628 0.325 -0.942 -0.118 0.007 0.017
H -5.253 1.913 -0.365 -0.092 -0.120 -0.037
H -6.003 2.221 1.947 -0.005 -0.037 0.075
H -6.889 1.242 4.010 0.018 0.008 -0.029
H -6.847 -1.201 4.423 -0.008 0.035 -0.036
H -6.084 -2.709 2.626 0.045 0.052 -0.030
H -5.312 -1.601 -0.823 0.064 -0.018 0.078
H -5.657 -2.998 0.335 0.037 0.082 -0.039
H -1.801 -4.324 1.628 0.092 0.063 -0.007
H -1.041 -2.799 2.147 -0.014 -0.030 0.004
H -0.046 -4.119 1.457 -0.041 0.010 0.048
H -1.237 -5.439 -1.027 0.008 0.096 -0.020
H 0.313 -4.777 -1.592 -0.193 -0.056 -0.011
H -1.147 -4.576 -2.600 0.015 -0.025 0.045
F 3.746 -3.858 -1.369 -0.077 0.036 -0.026
C 2.703 -3.123 -1.023 0.028 -0.080 0.062
F 1.866 -3.908 -0.293 0.141 0.053 -0.028
F 2.037 -2.776 -2.132 -0.060 0.041 -0.038
C 3.095 -1.934 -0.190 -0.099 0.037 0.111
C 4.400 -1.816 0.264 -0.009 0.018 0.007
C 4.735 -0.801 1.147 0.118 -0.032 -0.016
C 3.744 0.055 1.565 -0.204 0.279 0.045
N 2.485 -0.041 1.110 -0.160 -0.044 -0.154
C 2.151 -1.002 0.240 0.329 -0.145 0.083
S 0.465 -0.823 -0.298 0.007 -0.491 -0.599
H 5.148 -2.524 -0.071 -0.030 0.014 0.032
H 5.745 -0.688 1.516 -0.035 -0.010 -0.003
H 3.939 0.850 2.275 -0.008 -0.004 -0.042
C 5.888 3.674 0.053 0.018 -0.014 0.015
C 5.264 2.961 -0.966 0.001 0.011 0.012
C 3.890 2.775 -0.937 0.041 -0.015 0.097
C 3.149 3.332 0.103 -0.050 -0.171 0.049
C 3.764 4.041 1.127 0.024 0.020 -0.023
C 5.144 4.207 1.097 0.028 -0.042 0.015
As 1.233 3.134 0.058 0.158 0.585 -0.071
C 0.675 4.150 -1.483 0.031 -0.388 0.001
C 0.912 3.859 -2.815 -0.058 -0.018 -0.015
C 0.530 4.789 -3.773 0.021 -0.007 -0.034
C -0.084 5.974 -3.384 -0.028 0.028 0.020
C -0.314 6.250 -2.042 -0.034 0.093 -0.044
C 0.065 5.335 -1.069 -0.069 0.094 0.095
C -0.099 5.503 0.395 -0.044 -0.006 -0.144
C -0.775 6.538 1.029 -0.036 0.074 0.018
C -0.865 6.563 2.417 -0.004 0.024 -0.030
C -0.279 5.564 3.188 0.006 -0.002 0.010
C 0.389 4.517 2.566 0.045 0.068 -0.116
C 0.477 4.499 1.178 -0.039 -0.149 0.193
H 6.962 3.818 0.029 -0.056 0.007 -0.009
H 5.845 2.567 -1.789 -0.002 -0.018 0.031
H 3.403 2.215 -1.727 0.007 0.016 -0.059
H 3.181 4.491 1.920 0.016 0.008 0.010
H 5.635 4.763 1.886 -0.017 0.004 -0.035
H 1.377 2.930 -3.116 0.035 0.012 -0.008
H 0.724 4.595 -4.821 -0.051 0.004 0.047
H -0.384 6.695 -4.135 0.043 -0.024 0.045
H -0.768 7.192 -1.758 -0.005 -0.045 -0.030
H -1.230 7.331 0.447 0.005 -0.019 0.042
H -1.393 7.374 2.903 0.049 -0.027 -0.032
H -0.333 5.609 4.269 -0.014 -0.008 -0.073
H 0.866 3.753 3.166 -0.006 -0.042 0.065

=====

92
Properties=species:S:1:pos:R:3:forces:R:3 method="wB97M-V/def2-TZVPD" e_homo_ev="-11.041 / -11.034" e_above_lowest_kj_mol=51.6 e_lumo_ha="-0.1345 / -0.1705" orbital_gap_ev="7.382 / 6.396" total_charge=+1 spin_multiplicity=4
Re 1.138 -1.525 1.225 0.335 -1.037 0.300
C -2.688 2.264 5.823 -0.019 -0.035 0.004
C -1.574 2.858 4.949 0.048 0.050 0.042
C -2.140 4.030 4.145 0.009 -0.047 -0.011
C -0.429 3.376 5.840 -0.023 -0.011 -0.029
C -1.009 1.768 4.054 -0.011 -0.008 -0.043
C -0.455 0.613 4.610 -0.040 0.073 0.044
C 0.108 -0.342 3.805 0.032 -0.075 0.112
N 0.148 -0.211 2.470 -0.114 -0.068 -0.049
C -0.375 0.891 1.903 0.072 -0.010 -0.026
C -0.967 1.872 2.667 -0.125 0.163 0.047
C -0.164 1.003 0.447 0.098 -0.122 -0.022
C -0.699 1.998 -0.327 -0.058 0.192 0.003
C -0.425 2.074 -1.697 0.002 -0.022 0.022
C 0.356 1.055 -2.231 -0.078 0.055 -0.059
C 0.857 0.062 -1.415 0.112 0.004 0.143
N 0.633 0.046 -0.091 -0.038 -0.004 -0.108
C -0.951 3.250 -2.500 0.040 0.064 0.001
C -2.482 3.311 -2.372 0.001 -0.021 -0.031
C -0.577 3.147 -3.978 0.008 0.007 0.050
C -0.321 4.529 -1.918 -0.029 0.014 -0.013
H -3.098 3.044 6.467 0.016 -0.036 -0.015
H -2.319 1.461 6.465 -0.035 0.052 -0.038
H -3.500 1.866 5.209 0.033 0.019 0.040
H -2.532 4.777 4.835 0.006 -0.013 -0.030
H -2.962 3.718 3.494 0.043 0.027 0.030
H -1.368 4.514 3.540 -0.050 -0.007 0.022
H -0.797 4.187 6.471 0.018 -0.051 -0.029
H 0.396 3.760 5.233 -0.041 -0.012 0.047
H -0.037 2.594 6.494 -0.019 0.046 -0.035
H -0.448 0.452 5.679 0.021 0.023 -0.032
H 0.558 -1.234 4.215 0.015 -0.003 -0.056
H -1.366 2.748 2.177 0.032 -0.040 0.045
H -1.330 2.744 0.136 0.036 -0.028 -0.048
H 0.594 1.017 -3.285 0.002 0.008 0.048
H 1.479 -0.724 -1.822 -0.021 -0.006 0.050
H -2.940 2.383 -2.725 0.008 0.057 0.020
H -2.861 4.129 -2.988 0.010 -0.033 0.044
H -2.806 3.495 -1.345 0.019 -0.031 -0.059
H -1.015 2.259 -4.435 0.020 -0.038 -0.061
H 0.507 3.136 -4.121 -0.076 -0.027 -0.010
H -0.968 4.019 -4.505 0.015 -0.043 0.010
H -0.606 4.689 -0.875 0.021 -0.003 -0.070
H -0.659 5.393 -2.494 0.013 -0.047 0.047
H 0.770 4.488 -1.974 -0.060 0.009 0.006
O -1.523 -2.527 2.314 0.520 -0.197 0.158
C -0.627 -3.204 2.795 -0.352 0.138 -0.075
O 0.666 -3.012 2.636 -0.170 0.809 -0.750
H -0.858 -4.060 3.440 0.132 -0.078 0.061
Cl 2.597 1.625 2.087 -0.069 -0.033 0.015
C 3.454 0.190 2.549 -0.043 -0.147 -0.011
C 2.950 -1.081 2.238 -0.013 -0.002 -0.012
C 3.804 -2.162 2.516 -0.141 0.133 -0.015
Cl 3.364 -3.771 2.058 0.007 -0.018 -0.007
C 5.045 -2.000 3.122 0.030 -0.057 0.025
Cl 6.049 -3.355 3.426 0.033 0.002 0.034
C 5.476 -0.726 3.474 0.042 -0.046 0.001
Cl 6.988 -0.512 4.242 0.048 0.001 0.027
C 4.682 0.375 3.175 -0.045 0.108 -0.002
Cl 5.238 1.951 3.568 0.014 0.017 0.008
F 2.502 -2.194 -0.281 -0.496 0.246 0.362
B 3.751 -1.406 -0.872 0.576 0.421 -0.114
F 3.610 -0.104 -0.391 -0.094 -0.647 -0.251
F 4.842 -2.062 -0.394 -0.350 0.147 -0.098
F 3.542 -1.493 -2.227 -0.040 -0.028 0.282
C -2.159 -1.530 -0.633 0.006 -0.093 -0.028
C -1.157 -2.605 -0.855 -0.034 -0.249 0.171
N -0.084 -2.835 -0.109 0.456 0.231 -0.265
C 0.516 -3.999 -0.579 -0.208 -0.002 0.242
C -0.217 -4.476 -1.602 -0.059 0.087 -0.121
N -1.268 -3.588 -1.776 0.068 -0.033 -0.185
C -2.232 -3.676 -2.870 0.008 0.061 0.047
N -2.008 -2.722 -3.914 -0.091 -0.155 0.241
N -2.715 -1.560 -3.939 0.293 0.013 -0.193
N -2.338 -0.868 -4.942 0.027 -0.029 0.027
C -1.357 -1.572 -5.624 -0.085 0.116 0.007
C -0.640 -1.247 -6.780 0.032 0.044 -0.094
C 0.291 -2.162 -7.216 -0.031 0.099 -0.039
C 0.514 -3.374 -6.530 -0.011 -0.019 0.042
C -0.190 -3.708 -5.395 0.023 -0.082 0.036
C -1.138 -2.776 -4.965 0.053 0.114 0.093
H -1.908 -0.997 0.280 -0.041 -0.042 -0.019
H -3.144 -1.977 -0.482 0.004 0.021 -0.018
H -2.231 -0.847 -1.479 0.039 0.034 -0.039
H 1.403 -4.413 -0.127 -0.023 0.106 -0.042
H -0.092 -5.353 -2.219 -0.048 0.110 0.055
H -3.241 -3.531 -2.499 -0.078 0.047 0.075
H -2.139 -4.673 -3.287 -0.078 -0.132 0.018
H -0.819 -0.317 -7.305 0.013 -0.063 0.041
H 0.869 -1.954 -8.108 -0.024 -0.011 0.049
H 1.264 -4.058 -6.906 -0.035 0.019 0.013
H -0.005 -4.636 -4.868 -0.016 0.057 -0.053

=====

Electronic energy list, top to bottom, in eV: -116678.5823 -45771.3147 -138113.6232 -128733.3958